No. 1
A molecular structure, C4H7N2O in a non-equilibrium geometry. Source: OMol25; level of theory: the ωB97M-V functional and the def2-TZVPD basis.

Summary:
* electronic energy: -340.76505 hartree
* frontier orbital gap (spin up / spin down): 8.642 / 8.641 eV
* E_LUMO (spin up / spin down): -0.2257 / -0.2257 Eh
* net charge: +1
* molar mass: 99.11 g/mol
* relative energy (zero: lowest compared OMol25 entry of this formula, charge and spin): 232.9 kcal/mol

Atoms and positions in Å:
O (-1.802, -1.832, 1.113)
N (-1.043, -0.926, 0.413)
N (-0.067, 0.676, -0.240)
C (-0.072, 1.532, -1.528)
C (1.437, -0.613, 1.043)
C (0.288, -0.520, 0.243)
C (-1.271, 0.432, 0.221)
H (-0.018, 2.558, -1.124)
H (-1.191, 1.450, -1.670)
H (-1.843, -2.172, -0.065)
H (0.942, -0.766, 2.120)
H (0.462, 1.320, -2.489)
H (2.169, -1.455, 1.104)
H (2.006, 0.316, 0.859)

No. 2
2 unconnected molecules or ions with the total composition C6H11O2P in a non-equilibrium geometry. Source: OMol25; level of theory: the ωB97M-V functional and the def2-TZVPD basis.

Summary:
* electronic energy: -726.88968 hartree
* frontier orbital gap: 7.878 eV
* E_LUMO: -0.0080 Eh
* net charge: 0
* molar mass: 146.13 g/mol
* relative energy (zero: lowest compared OMol25 entry of this formula, charge and spin): 93.6 kcal/mol
* SMILES string: [H]/P=C(\O)C=C.C/C=C/O

Atoms and positions in Å:
P (-0.843, -0.393, 0.441)
O (2.145, 1.929, 0.508)
O (-3.228, -1.534, 0.383)
C (3.720, -1.316, -0.421)
C (2.982, -0.274, 0.430)
C (-2.581, -0.336, 0.376)
C (2.544, 0.798, -0.186)
C (-4.417, 1.099, -0.530)
C (-3.175, 0.916, -0.043)
H (3.411, -2.247, 0.026)
H (2.607, 0.878, -1.234)
H (2.850, 2.145, 1.066)
H (-4.071, -1.215, 0.738)
H (-2.345, 1.710, -0.315)
H (-5.185, 0.483, -0.486)
H (2.816, -0.267, 1.582)
H (3.379, -1.289, -1.511)
H (4.858, -1.178, -0.189)
H (-4.690, 1.970, -1.020)
H (-0.775, -1.879, 0.386)

No. 3
A single C4H5N3 molecule in a non-equilibrium geometry. Source: OMol25; level of theory: the ωB97M-V functional and the def2-TZVPD basis.

Summary:
* electronic energy: -319.60455 hartree
* frontier orbital gap: 7.924 eV
* E_LUMO: -0.0049 Eh
* net charge: 0
* molar mass: 95.10 g/mol
* relative energy (zero: lowest compared OMol25 entry of this formula, charge and spin): 67.6 kcal/mol

Atoms and positions in Å:
N (1.575, -2.383, -0.476)
N (-2.963, -1.167, -0.370)
N (-0.023, 0.631, -0.398)
C (0.701, 1.051, 0.841)
C (0.627, -1.701, -0.456)
C (-1.803, -1.036, -0.395)
C (-0.431, -0.791, -0.430)
H (0.020, 0.924, 1.682)
H (1.559, 0.388, 0.958)
H (-0.874, 1.189, -0.504)
H (0.562, 0.850, -1.211)
H (1.024, 2.091, 0.745)

No. 4
2 unconnected molecules or ions with the total composition C4H10NO2 in a non-equilibrium geometry. Source: OMol25; level of theory: the ωB97M-V functional and the def2-TZVPD basis.

Summary:
* electronic energy: -363.53512 hartree
* frontier orbital gap (spin up / spin down): 9.516 / 6.128 eV
* E_LUMO (spin up / spin down): 0.0296 / -0.0941 Eh
* net charge: 0
* ⟨S²⟩: 0.755
* molar mass: 104.13 g/mol
* spin multiplicity: 2
* relative energy (zero: lowest compared OMol25 entry of this formula, charge and spin): 33.4 kcal/mol

Atoms and positions in Å:
O (-0.042, 0.591, -1.566)
O (0.985, -1.338, -0.108)
N (1.676, -1.471, 2.161)
C (-1.311, 2.305, -0.612)
C (-1.959, -0.040, -0.198)
C (-1.078, 1.017, -0.798)
C (1.583, -0.736, 0.931)
H (-2.789, 0.411, 0.335)
H (-0.579, 3.045, -0.907)
H (2.504, -2.046, 2.201)
H (2.565, -0.289, 0.716)
H (0.425, -0.141, -1.115)
H (-2.239, 2.659, -0.191)
H (-2.286, -0.801, -0.907)
H (-1.399, -0.606, 0.549)
H (0.977, 0.174, 1.150)
H (0.887, -2.097, 2.197)

No. 5
A single C5H6O molecule in a non-equilibrium geometry. Source: OMol25; level of theory: the ωB97M-V functional and the def2-TZVPD basis.

Summary:
* electronic energy: -269.25277 hartree
* frontier orbital gap: 9.605 eV
* E_LUMO: 0.0389 Eh
* net charge: 0
* molar mass: 82.10 g/mol
* relative energy (zero: lowest compared OMol25 entry of this formula, charge and spin): 58.7 kcal/mol
* SMILES string: Cc1ccoc1

Atoms and positions in Å:
O (1.592, 0.827, 0.603)
C (1.850, -0.419, 0.172)
C (-0.278, -0.074, -0.252)
C (-1.744, 0.045, -0.133)
C (0.774, -1.001, -0.424)
C (0.293, 1.060, 0.279)
H (-1.526, 0.950, 0.650)
H (0.099, 2.060, -0.097)
H (-2.224, -0.547, 0.633)
H (-2.401, -0.088, -1.023)
H (0.744, -2.002, -0.822)
H (2.821, -0.813, 0.412)

No. 6
A molecular structure, C33H34CrF3N5O3PS. Source: OMol25; level of theory: the ωB97M-V functional and the def2-TZVPD basis.

Summary:
* electronic energy: -3861.03538 hartree
* frontier orbital gap (spin up / spin down): 6.930 / 7.300 eV
* E_LUMO (spin up / spin down): -0.0189 / -0.0057 Eh
* net charge: 0
* ⟨S²⟩: 0.759
* molar mass: 720.70 g/mol
* spin multiplicity: 2
* relative energy (zero: lowest compared OMol25 entry of this formula, charge and spin): 17.7 kcal/mol

Atoms and positions in Å:
Cr (0.292, 0.200, 0.071)
S (2.081, 1.878, 2.395)
P (-2.096, 0.316, -0.663)
F (2.544, 1.227, 5.410)
F (0.804, 1.580, 6.624)
F (1.365, 3.029, 5.131)
O (1.847, -0.669, -3.473)
O (2.332, 0.199, -0.131)
O (0.512, -0.315, -1.725)
N (1.702, -2.564, 0.916)
N (-0.102, 0.349, 2.126)
N (1.508, -3.798, 1.170)
N (0.535, -1.964, 0.585)
N (0.199, -4.042, 0.996)
C (-2.365, 3.182, -1.028)
C (-2.413, -0.282, -2.344)
C (-1.534, -0.326, 3.931)
C (0.320, 3.366, -0.225)
C (4.020, -0.818, -1.510)
C (-3.902, 0.983, 1.331)
C (3.250, 1.555, -1.925)
C (-5.102, 0.936, 2.019)
C (1.295, 1.710, 5.368)
C (-2.596, -2.157, -3.852)
C (2.857, 0.157, -1.466)
C (-2.662, 0.583, -3.402)
C (-3.731, 0.259, 0.148)
C (-0.359, -5.389, 1.094)
C (-6.152, 0.166, 1.534)
C (-1.193, -0.277, 2.610)
C (-0.688, 0.336, 4.827)
C (-4.792, -0.500, -0.337)
C (-0.287, 2.109, -0.287)
C (-2.373, -1.653, -2.581)
C (-1.141, -5.397, -1.310)
C (-0.342, -6.133, -0.239)
C (-2.874, 0.081, -4.679)
C (-0.382, -2.898, 0.649)
C (1.690, -0.344, -2.321)
C (-2.846, -1.286, -4.904)
C (0.758, 0.999, 2.974)
C (0.420, 0.987, 4.369)
C (-1.619, 2.049, -0.703)
C (-0.403, 4.498, -0.570)
C (-1.740, 4.414, -0.962)
C (1.075, -6.430, -0.713)
C (-5.996, -0.546, 0.356)
H (-3.409, 3.101, -1.308)
H (2.790, 0.787, 0.501)
H (3.511, 1.528, -2.982)
H (-0.634, -4.481, -1.623)
H (-2.289, 5.314, -1.206)
H (-1.816, -0.756, 1.868)
H (-3.000, -1.673, -5.903)
H (-0.911, 0.339, 5.884)
H (-1.249, -6.019, -2.198)
H (0.228, -5.904, 1.853)
H (1.050, -6.978, -1.654)
H (-2.141, -2.337, -1.773)
H (-2.560, -3.224, -4.025)
H (1.638, -5.511, -0.881)
H (-3.055, 0.763, -5.499)
H (4.843, -0.444, -0.900)
H (-1.379, -5.276, 1.462)
H (-1.428, -2.780, 0.433)
H (2.424, 2.251, -1.780)
H (-6.815, -1.135, -0.035)
H (-3.097, 1.604, 1.706)
H (1.626, -7.028, 0.013)
H (3.719, -1.791, -1.123)
H (-2.431, -0.834, 4.251)
H (-7.091, 0.129, 2.069)
H (-2.666, 1.653, -3.237)
H (0.072, 5.470, -0.519)
H (-0.844, -7.083, -0.024)
H (-4.688, -1.049, -1.264)
H (-2.145, -5.135, -0.967)
H (4.359, -0.931, -2.539)
H (-5.221, 1.506, 2.931)
H (4.115, 1.909, -1.360)
H (1.340, 3.465, 0.120)

No. 7
2 unconnected molecules or ions with the total composition C4H12O2 in a non-equilibrium geometry. Source: OMol25; level of theory: the ωB97M-V functional and the def2-TZVPD basis.

Summary:
* electronic energy: -310.05876 hartree
* frontier orbital gap: 10.527 eV
* E_LUMO: 0.0253 Eh
* net charge: 0
* molar mass: 92.14 g/mol
* relative energy (zero: lowest compared OMol25 entry of this formula, charge and spin): 8.9 kcal/mol
* SMILES string: CCCCO.O

Atoms and positions in Å:
O (2.624, 0.777, -1.078)
O (1.553, -1.445, 0.515)
C (0.153, -1.344, 0.237)
C (-1.989, 0.139, 0.291)
C (-0.449, 0.062, 0.218)
C (-2.515, 1.564, 0.165)
H (-0.158, 0.490, -0.746)
H (-0.312, -2.039, 0.946)
H (3.485, 1.187, -1.096)
H (2.498, 0.035, -1.690)
H (-0.038, 0.757, 0.952)
H (1.903, -0.545, 0.441)
H (-3.496, 1.550, -0.310)
H (-2.669, 2.042, 1.141)
H (-2.341, -0.355, 1.198)
H (-1.844, 2.264, -0.337)
H (0.039, -1.699, -0.801)
H (-2.333, -0.488, -0.537)